DFT (ωB97M-V with the def2-TZVPD basis set) results for an isolated molecule of C5H7N3O at a distorted geometry.

Its SMILES is [H]/N=C/N=C(/C#C)N(C)O. Its energy relative to the best compared isomer or geometry (same formula, charge and spin) is 501.0 kJ/mol. The calculation puts the frontier orbital gap at 8.81 eV. Its charge is 0. The HOMO energy is -8.7 eV. The total energy comes out at -11811.1975 eV.

Cartesian coordinates (Å):
H: -0.5775 -2.6653 0.2862
C: 0.5177 2.1242 -0.4401
O: -0.4251 -1.9068 0.9216
C: -0.6996 -0.0042 -0.3448
H: 1.5636 2.9896 0.8583
N: 0.1892 -0.9779 0.1056
N: 0.9124 2.2108 0.8104
H: 0.7792 2.8285 -1.2533
H: -4.1866 -1.0639 -1.0027
H: 1.8080 -0.6147 1.5240
C: 1.6146 -0.8412 0.4270
N: -0.3747 1.1656 -0.8603
H: 2.0331 -1.8796 0.3038
C: -2.0873 -0.4109 -0.3481
C: -3.1831 -0.7583 -0.7085
H: 2.1161 -0.1959 -0.2791

---

DFT (ωB97M-V with the def2-TZVPD basis set) results for a structure of composition C40H47CaN4O4STe.

Its energy relative to the best compared isomer or geometry (same formula, charge and spin) is 0.0 kJ/mol. The calculation puts the frontier orbital gap at 6.45 eV. Its charge is -1. The HOMO energy is -4.1 eV. The total energy comes out at -92968.6144 eV.

Cartesian coordinates (Å):
H: -5.3073 -4.9949 0.4305
H: 3.3660 0.2441 3.1992
C: 6.7032 -2.0823 1.7828
H: 1.3105 0.9680 4.0580
H: 2.9454 5.5084 -0.0478
H: 8.1542 -0.7247 4.5225
H: 4.1863 -1.4924 0.2816
C: -0.7866 5.1553 -1.6192
C: -1.6121 6.2670 -2.2181
H: -2.6194 6.2826 -1.7980
C: -5.0023 -0.2094 -0.1575
C: -1.3757 3.9123 -1.4161
H: 3.3715 4.4077 -1.3532
C: -4.9467 1.2748 -0.5252
Te: 2.4671 -2.1373 2.2685
C: 0.5464 5.3733 -1.2986
C: 0.7065 3.0892 -0.5790
C: 4.1987 -1.1567 -2.6835
H: -1.1522 7.2399 -2.0400
H: -3.4586 -1.3850 -3.0122
N: 0.5074 1.6267 2.2364
C: -2.4547 1.1263 -0.9839
C: -1.0270 -3.4670 0.8645
H: 4.9634 -1.5818 -3.3230
C: 5.3695 -1.7935 2.0542
C: -4.6928 -4.3967 1.1034
C: -1.7153 -4.3692 -1.2592
H: -4.6811 -4.8802 2.0811
C: 3.1043 -1.9150 -2.3469
H: 6.9539 -2.6192 0.8751
H: -4.8335 -0.3328 0.9175
H: 1.1465 2.4109 2.2676
C: 4.2654 -2.1930 1.1126
H: -0.3223 1.5964 4.2205
N: 2.2493 -0.0887 -1.0537
H: 2.9837 -2.9228 -2.7150
O: 0.9227 -4.1341 -2.4213
C: -4.1403 0.6613 -2.8223
H: -3.7526 -5.0214 -1.3724
H: 3.3165 -0.9143 4.5355
O: -0.8377 -0.6796 2.3901
H: -2.4188 3.8150 -1.6746
H: -5.1766 -3.4243 1.2262
H: 3.1084 3.7774 0.2729
H: -1.7880 -0.9260 -1.1803
H: -3.3504 1.6724 0.8892
H: -0.3738 1.9924 1.8799
H: -4.3334 0.7735 -3.8943
C: 7.3781 -1.0187 3.8267
C: 0.3412 1.0224 3.5643
C: 5.0410 -1.1050 3.2250
C: 3.5926 -0.7825 3.4913
H: 4.3910 -3.1942 0.7072
C: -3.9276 -0.9615 -0.9444
C: 6.0513 -0.7236 4.1023
C: 3.3122 0.6338 -1.4106
H: -2.5200 -3.3485 2.3751
H: -3.9335 -2.0169 -0.6683
C: 7.7051 -1.6993 2.6620
H: -0.2700 -3.0402 1.5089
C: 4.3227 0.1523 -2.2140
H: 5.1680 0.7756 -2.4679
N: -1.1084 1.5511 -0.6273
H: -1.4664 -4.6326 -2.2783
C: -5.1982 1.4375 -2.0289
S: 0.8899 -3.5605 -1.0926
O: -0.0120 -1.1614 4.4213
Ca: 0.1984 -0.1551 0.4154
C: 2.1156 -1.3509 -1.5100
H: -1.9773 0.6419 -3.0212
H: -3.5465 2.9100 -0.3380
H: -5.9918 -0.6224 -0.3859
C: -4.2025 -0.8190 -2.4420
C: -0.2163 -0.4063 3.4714
C: 1.2970 4.3172 -0.7733
H: 8.7382 -1.9387 2.4427
H: 0.9990 6.3475 -1.4508
O: 1.8331 -4.1207 -0.1391
H: 1.3183 2.2837 -0.1809
N: 0.9641 -1.9626 -1.0807
H: -2.6711 2.2417 -2.8538
H: -5.7128 1.8217 0.0343
C: -3.2987 -4.2257 0.5646
H: -5.1611 2.4982 -2.3001
C: -0.7415 -3.8111 -0.4500
H: -6.1999 1.0719 -2.2820
C: -2.5536 -0.3697 -0.6186
C: -3.5637 1.8326 -0.1737
H: -2.3684 -0.4899 0.4577
C: -2.3038 -3.6585 1.3595
C: -2.7494 1.2152 -2.4970
H: -5.1876 -1.2346 -2.6839
H: -1.7114 6.1388 -3.2991
C: -2.9860 -4.5846 -0.7422
C: 2.7579 4.5129 -0.4539
C: -0.6592 2.8069 -0.8854
H: 5.7914 -0.1968 5.0134
H: 3.3454 1.6465 -1.0238

---

DFT (ωB97M-V with the def2-TZVPD basis set) results for a structure of composition C6H21CaO15PS2 at a distorted geometry.

The calculation puts the frontier orbital gap at 3.18 eV. Its charge is -2. The HOMO energy is 0.2 eV. The total energy comes out at -86676.4856 eV.

Cartesian coordinates (Å):
S: -18.6757 13.8611 -10.8104
H: -14.2401 13.1418 -12.1271
O: -16.7459 13.6261 -6.8112
C: -19.3764 9.3890 -9.1014
H: -18.6419 10.3143 -10.6503
H: -19.0949 9.3027 -8.0519
O: -21.8579 13.6635 -6.7760
O: -17.9038 13.4306 -9.6587
S: -21.1715 12.5163 -7.3290
O: -18.3300 10.2310 -9.7462
H: -19.3551 10.9429 -5.2373
H: -14.9303 7.6000 -9.9389
C: -13.0223 12.4105 -7.6855
H: -16.0199 12.7070 -12.0122
P: -14.5764 11.1391 -9.3917
H: -19.0276 9.2168 -5.3136
Ca: -17.9079 11.9245 -7.9728
H: -17.0092 14.4266 -4.9487
H: -11.9745 12.5775 -7.4357
H: -13.6194 13.2483 -7.3256
C: -18.5677 10.1931 -5.1603
O: -15.7560 11.3680 -8.5694
O: -21.8397 11.2649 -6.9463
C: -15.0557 12.7690 -11.5075
O: -17.9034 14.1399 -11.9626
H: -14.9979 8.0112 -8.2387
O: -17.6109 10.3925 -6.1874
H: -16.0448 8.7008 -9.3592
H: -15.3471 14.5127 -5.6286
C: -16.2354 13.8939 -5.5014
H: -15.1695 13.4075 -10.6315
O: -19.4169 15.0633 -10.3828
H: -16.0076 12.9274 -5.0518
O: -14.8312 11.4369 -11.0247
O: -13.2671 12.0159 -9.0414
O: -19.7856 12.4718 -7.0109
H: -16.9511 14.4837 -7.1905
O: -19.6764 12.8805 -11.0985
O: -21.1687 12.6891 -8.7667
O: -14.1169 9.5653 -9.3720
H: -19.4985 8.4171 -9.5794
H: -16.8975 9.7648 -6.0510
H: -18.0464 10.3661 -4.2188
H: -13.2210 11.5443 -7.0543
C: -14.9939 8.4361 -9.2425
H: -20.2379 10.0560 -9.0708

---

DFT (ωB97M-V with the def2-TZVPD basis set) results for an isolated molecule of C6H6S at a distorted geometry.

Its SMILES is C1=C[C@@H]2S[C@H]2C=C1. Its energy relative to the best compared isomer or geometry (same formula, charge and spin) is 308.9 kJ/mol. The calculation puts the frontier orbital gap at 9.33 eV. Its charge is 0. The HOMO energy is -8.9 eV. The total energy comes out at -17151.2050 eV.

Cartesian coordinates (Å):
C: -1.0487 -0.0199 -0.7890
H: 0.3880 0.5826 -2.4786
H: 1.8689 -1.0790 1.3027
C: -1.0312 0.5413 0.6303
C: 0.2456 0.2947 -1.4294
C: 1.2601 -0.0547 -0.5884
S: -2.6324 0.6722 -0.2356
C: 0.9906 -0.5468 0.7845
C: -0.1812 -0.3214 1.4249
H: -0.6295 1.5794 0.6802
H: 2.3038 -0.0012 -0.9939
H: -1.1888 -1.0736 -0.7974
H: -0.3453 -0.5736 2.4895

---

DFT (ωB97M-V with the def2-TZVPD basis set) results for a structure of composition C5H8AgIN2O4 at a distorted geometry.

Its energy relative to the best compared isomer or geometry (same formula, charge and spin) is 392.2 kJ/mol. The calculation puts the frontier orbital gap at 3.78 eV. Its charge is 0. The HOMO energy is -7.7 eV. The total energy comes out at -28574.4995 eV.

Cartesian coordinates (Å):
O: -2.9050 -0.1515 -0.0954
Ag: -0.7971 -2.2257 2.0600
C: 0.7835 -0.7534 -0.8576
O: -4.1971 -1.7472 0.2132
H: -0.4302 -0.7151 0.9162
H: 2.7352 1.3501 1.5767
H: 1.5004 1.4905 -0.7126
H: -1.6564 0.0470 -1.8693
O: -1.6327 2.3388 0.9466
C: -1.2928 1.7477 -0.3700
N: -2.9937 -1.4554 0.2197
N: -0.5351 -0.7917 -0.1189
C: 2.2017 0.3482 1.2474
H: 1.2548 0.2303 1.9253
C: -1.5622 0.1607 -0.6876
H: 0.5255 -0.5271 -1.9974
C: 1.8302 0.4055 -0.3593
H: 2.8836 -0.5919 1.4476
I: 3.7598 0.0550 -1.4253
O: -0.7911 2.5909 -1.3014
H: 1.3188 -1.8057 -0.7580

---

DFT (ωB97M-V with the def2-TZVPD basis set) results for an isolated molecule of C3H7N3S2 at a distorted geometry.

Its SMILES is CS/C(=N\C=S)NN. Its energy relative to the best compared isomer or geometry (same formula, charge and spin) is 242.7 kJ/mol. The calculation puts the frontier orbital gap at 8.02 eV. Its charge is 0. The HOMO energy is -8.3 eV. The total energy comes out at -29363.1122 eV.

Cartesian coordinates (Å):
S: -2.8700 0.5910 -0.8528
H: 1.4843 -0.9482 -2.4457
H: 0.2151 0.5239 3.4795
N: -0.0960 0.2872 -0.6585
S: 1.0244 -0.6633 1.5924
H: 2.9321 -0.2214 -0.2829
C: -1.4326 -0.1132 -0.4294
N: 2.0962 -0.1689 -0.8205
C: 0.9452 -0.2145 -0.0685
N: 2.1962 -0.1818 -2.2098
C: -0.0830 0.4829 2.4063
H: -1.1451 0.1624 2.1125
H: -0.0514 1.5452 2.0317
H: 1.6713 0.6668 -2.5316
H: -1.5285 -1.0580 0.1741

---

DFT (ωB97M-V with the def2-TZVPD basis set) results for a structure of composition C12H6N5O8S at a distorted geometry.

The calculation puts the frontier orbital gap at 5.54 eV. Its charge is -1. The HOMO energy is -4.8 eV. The total energy comes out at -47195.8370 eV.

Cartesian coordinates (Å):
H: -1.3126 1.3989 -2.8598
C: 0.5939 1.4018 2.6011
O: 0.4738 -1.4021 4.8180
S: -1.9803 1.7350 -0.4126
O: 2.0529 0.0820 4.4556
C: -0.3198 -1.5958 -1.3963
C: -1.8290 0.1811 1.8263
C: -1.1971 -0.5888 -1.8352
H: 0.2781 2.7274 0.9289
O: 2.7698 1.4146 -2.8800
C: 0.0673 0.2996 3.3161
O: -3.0785 -1.9450 -1.6250
C: 1.5862 -0.1626 -1.9770
N: 2.8776 0.1902 -2.2571
C: -1.2531 1.2126 1.0140
C: -1.1807 -0.2634 2.9603
H: 1.5255 1.8388 2.9570
O: 3.1564 -2.2062 -0.6807
N: 1.4114 1.8318 -2.9974
N: 1.9337 -2.3964 -0.8277
H: -0.7190 -2.5548 -1.0649
N: 0.9015 -0.3693 4.2535
C: -0.0676 1.8574 1.4806
O: 1.3730 -3.4574 -0.4621
C: 0.6622 0.8121 -2.3981
C: -0.7317 0.7116 -2.2343
H: -1.5747 -1.0603 3.5945
O: -3.2375 -0.0738 -2.7704
N: -2.5860 -0.8890 -2.0823
H: -2.7938 -0.2196 1.5247
C: 1.0719 -1.3890 -1.4169
O: 1.1262 2.8786 -3.5529